No. 1
{
  "formula": "C5H9NO4S",
  "method": "ωB97M-V/def2-TZVPD",
  "elements": ["C", "C", "C", "C", "C", "N", "O", "O", "O", "O", "S", "H", "H", "H", "H", "H", "H", "H", "H", "H"],
  "xyz": [[0.313, 1.358, -0.022], [-0.056, 1.114, -1.274], [-0.705, -2.087, 0.042], [-1.302, 1.410, -1.969], [2.131, 0.794, 1.584], [1.559, 0.870, 0.246], [3.089, -0.156, -1.410], [0.842, 0.255, -1.936], [1.426, -1.684, -0.477], [-0.906, -1.327, 0.944], [1.821, -0.304, -0.858], [-0.289, 1.741, 0.714], [-0.937, -1.884, -1.013], [-0.483, -3.182, 0.321], [-1.525, 2.512, -1.836], [-2.203, 0.986, -1.388], [-1.384, 1.293, -3.012], [3.079, 1.360, 1.753], [1.330, 1.242, 2.190], [2.345, -0.299, 1.865]],
  "atomic_forces_ev_per_a": [[-0.26, 0.05, -2.11], [-0.48, -0.36, -0.09], [-0.80, -2.22, 0.91], [-2.84, 2.10, 2.52], [0.20, -1.03, 0.83], [1.28, -1.11, 0.42], [2.73, -0.14, -0.51], [-1.07, 0.76, 0.07], [1.04, 2.94, -0.50], [-0.25, 0.93, 0.27], [0.14, -3.55, 0.42], [-1.17, 1.17, 1.55], [0.17, 0.16, -0.08], [0.10, 1.12, -0.78], [0.42, -0.89, -0.14], [1.29, 0.02, -1.24], [0.28, -0.83, -1.09], [-0.78, -0.26, -0.65], [0.60, -0.49, 0.42], [-0.60, 1.62, -0.21]],
  "nbo_charge": [-0.080, 0.233, 0.310, -0.674, -0.411, -0.655, -0.916, -0.661, -0.913, -0.583, 2.512, 0.228, 0.113, 0.113, 0.235, 0.238, 0.248, 0.217, 0.215, 0.230],
  "relative_energy_ev": 4.323,
  "multiplicity": 1,
  "largest_force_ev_per_a": 4.343,
  "gap_ev": 9.4,
  "e_tot_ev": -25842.8875
}



No. 2
{
  "formula": "C5H9NOS",
  "method": "ωB97M-V/def2-TZVPD",
  "elements": ["O", "C", "N", "S", "H", "H", "H", "C", "C", "C", "C", "H", "H", "H", "H", "H", "H"],
  "xyz": [[2.165, -1.859, -0.373], [0.989, -1.267, -0.450], [0.230, -1.423, -1.438], [-1.370, -1.292, -1.579], [2.383, -2.449, -1.076], [0.451, -0.622, 0.298], [0.655, -1.952, -2.193], [0.898, 1.932, -0.528], [-0.009, 1.266, 0.451], [-0.817, 0.647, 1.131], [-1.984, 0.343, 1.906], [1.467, 1.033, -1.072], [1.759, 2.609, -0.078], [0.264, 2.497, -1.209], [-2.937, 0.374, 1.225], [-2.170, 0.901, 2.868], [-1.973, -0.735, 2.117]],
  "atomic_forces_ev_per_a": [[0.89, 1.18, 1.80], [-0.76, 0.49, 1.33], [2.20, -1.88, -2.02], [-3.72, 0.73, -0.43], [-0.07, -0.66, -1.04], [1.70, -1.02, 0.31], [0.12, -0.02, -0.39], [2.12, -1.55, 0.63], [-0.62, 0.18, 0.89], [1.44, 3.14, -1.11], [-2.71, -1.54, -0.19], [-1.18, 2.15, 0.71], [-2.04, -1.36, -0.67], [0.36, -0.04, -0.23], [1.72, 0.45, 1.16], [0.52, -0.38, -1.21], [0.03, 0.15, 0.45]],
  "nbo_charge": [-0.647, 0.370, -0.611, -0.266, 0.488, 0.251, 0.375, -0.676, -0.016, -0.012, -0.701, 0.220, 0.242, 0.250, 0.252, 0.244, 0.237],
  "relative_energy_ev": 5.182,
  "multiplicity": 1,
  "largest_force_ev_per_a": 3.811,
  "gap_ev": 7.5,
  "smiles": "O/C=[NH+]/[S-].CC#CC",
  "e_tot_ev": -19699.1218
}



No. 3
{
  "formula": "C5H9NOS",
  "method": "ωB97M-V/def2-TZVPD",
  "elements": ["C", "C", "C", "C", "C", "H", "H", "H", "H", "H", "H", "H", "H", "H", "N", "O", "S"],
  "xyz": [[-1.107, -0.698, 0.032], [-0.445, -0.165, 1.121], [0.887, -0.847, 1.548], [1.391, 0.127, -0.640], [-0.161, 0.442, -0.241], [-0.998, -1.944, -1.443], [-0.569, -2.857, -0.029], [-2.164, -0.438, -0.065], [-0.871, 0.375, 2.015], [1.159, -0.196, 2.464], [0.709, -1.949, 1.904], [1.354, -0.510, -1.428], [2.171, 0.921, -0.632], [-2.646, 1.120, -1.658], [-0.702, -1.855, -0.484], [1.796, -0.872, 0.431], [-0.687, 2.018, -0.756]],
  "atomic_forces_ev_per_a": [[-2.49, 0.36, -0.96], [3.05, 1.30, 4.40], [-0.80, -0.31, 0.83], [-1.65, -0.89, 4.83], [2.66, 2.26, -0.03], [0.08, -0.45, -0.02], [-0.63, 3.47, -0.78], [-0.07, 0.42, -0.31], [-0.05, -0.42, -1.58], [0.56, -1.18, -1.40], [0.50, 1.95, -0.60], [0.34, -1.23, -2.98], [-1.20, -0.18, -0.24], [2.40, 1.28, 1.01], [1.06, -6.52, -1.54], [-0.78, 1.41, 0.41], [-2.96, -1.26, -1.02]],
  "nbo_charge": [-0.044, -0.254, -0.060, -0.057, -0.279, 0.375, 0.404, 0.203, 0.242, 0.174, 0.182, 0.197, 0.208, -0.020, -0.838, -0.556, 0.121],
  "relative_energy_ev": 7.130,
  "multiplicity": 1,
  "largest_force_ev_per_a": 6.787,
  "gap_ev": 6.6,
  "e_tot_ev": -19697.1735
}



No. 4
{
  "formula": "C5H9NOS",
  "method": "ωB97M-V/def2-TZVPD",
  "elements": ["C", "S", "C", "N", "C", "C", "C", "O", "H", "H", "H", "H", "H", "H", "H", "H", "H"],
  "xyz": [[0.382, 2.351, 2.315], [0.028, 0.551, 2.717], [0.086, -0.237, 1.128], [0.117, -1.500, 1.086], [0.136, -1.868, -0.288], [0.289, -0.553, -1.099], [-0.725, -0.391, -2.221], [0.165, 0.504, -0.087], [1.351, 2.691, 2.409], [-0.263, 2.873, 2.898], [-0.018, 2.256, 1.272], [-0.724, -2.389, -0.492], [0.943, -2.518, -0.449], [1.341, -0.577, -1.594], [-0.559, 0.312, -3.066], [-1.741, -0.183, -1.820], [-0.807, -1.321, -2.710]],
  "atomic_forces_ev_per_a": [[-1.69, -3.78, -2.98], [0.52, 0.69, -0.27], [0.63, 0.64, -0.22], [-0.17, 1.17, 0.75], [0.91, 1.70, -0.18], [1.35, 0.03, -1.18], [-1.05, 1.06, 0.24], [0.08, -1.63, 1.13], [2.16, 0.23, 0.04], [-1.91, 1.66, 1.62], [0.75, 1.22, 0.77], [-2.29, -1.21, -0.84], [1.23, -0.95, -0.42], [-1.48, 0.59, 1.15], [0.42, 0.02, 1.01], [0.61, -0.03, -0.06], [-0.07, -1.40, -0.56]],
  "nbo_charge": [-0.686, 0.237, 0.374, -0.478, -0.262, 0.081, -0.635, -0.529, 0.212, 0.211, 0.247, 0.193, 0.200, 0.180, 0.222, 0.218, 0.214],
  "relative_energy_ev": 1.827,
  "multiplicity": 1,
  "largest_force_ev_per_a": 5.104,
  "gap_ev": 9.6,
  "smiles": "CSC1=NC[C@@H](C)O1",
  "e_tot_ev": -19702.4760
}



No. 5
{
  "formula": "C5H9NOS",
  "method": "ωB97M-V/def2-TZVPD",
  "elements": ["H", "N", "C", "S", "C", "O", "C", "C", "C", "H", "H", "H", "H", "H", "H", "H", "H"],
  "xyz": [[-1.288, -2.295, -2.233], [-0.724, -1.704, -1.529], [-0.859, -1.887, -0.313], [0.352, -0.815, 0.792], [1.968, -0.720, 0.283], [0.180, -1.220, 2.140], [-0.419, 0.849, 0.744], [0.411, 2.027, 0.334], [-0.478, 1.513, -0.676], [-1.436, -2.548, 0.354], [2.523, -1.592, 0.748], [2.079, -0.588, -0.875], [-1.185, 0.815, 1.452], [1.458, 2.051, 0.175], [0.121, 2.940, 0.884], [-1.476, 1.880, -1.022], [-0.278, 0.596, -1.358]],
  "atomic_forces_ev_per_a": [[0.86, 0.93, 1.75], [-0.97, -1.04, -2.05], [0.89, 0.83, 1.61], [1.22, 1.79, -2.61], [-0.66, -0.76, -1.38], [-0.50, -1.41, 2.36], [1.85, -0.99, -2.42], [-0.21, 1.59, 1.32], [-2.90, -3.53, -1.57], [-0.09, -0.06, -0.56], [-0.76, 0.98, -0.70], [-0.27, -0.30, 2.28], [-1.04, 0.50, 1.01], [0.89, -0.76, 0.11], [-0.16, -0.43, -0.58], [1.09, 0.38, 0.78], [0.74, 2.28, 0.64]],
  "nbo_charge": [0.372, -0.614, -0.052, 1.743, -1.087, -0.955, -0.450, -0.405, -0.437, 0.195, 0.245, 0.235, 0.244, 0.254, 0.232, 0.228, 0.254],
  "relative_energy_ev": 6.522,
  "multiplicity": 1,
  "largest_force_ev_per_a": 4.829,
  "gap_ev": 8.3,
  "smiles": "[H]/N=C/[S@](=C)(=O)C1CC1",
  "e_tot_ev": -19697.7814
}



No. 6
{
  "formula": "C5H9NS",
  "method": "ωB97M-V/def2-TZVPD",
  "elements": ["C", "C", "C", "C", "C", "N", "S", "H", "H", "H", "H", "H", "H", "H", "H", "H"],
  "xyz": [[1.960, 2.062, 0.245], [0.252, -0.431, 1.143], [0.107, -1.364, -1.242], [-1.092, 0.664, -0.614], [-0.556, -0.639, -0.151], [2.522, 3.032, 0.068], [-1.398, 2.081, 0.277], [0.754, 0.558, 1.335], [1.000, -1.140, 1.371], [-0.528, -0.484, 1.910], [0.313, -2.378, -0.671], [1.113, -1.021, -1.544], [-0.510, -1.681, -2.117], [-1.258, 0.646, -1.761], [-1.381, -1.274, 0.233], [-1.298, 1.369, 1.518]],
  "atomic_forces_ev_per_a": [[-2.03, -3.16, 0.41], [-1.04, 1.70, 1.46], [1.60, -4.06, -0.04], [-0.64, 1.16, -1.18], [-0.27, 1.57, 1.47], [1.77, 3.23, -0.59], [0.28, -3.15, 0.14], [-0.31, -0.77, -1.20], [0.59, -1.20, -0.13], [0.30, -0.38, 0.53], [-0.05, 1.56, -1.52], [-0.73, 0.29, 0.14], [0.31, 0.67, 0.64], [0.21, 0.82, 1.97], [-0.21, 0.47, -0.67], [0.20, 1.24, -1.44]],
  "nbo_charge": [-0.302, -0.652, -0.619, -0.020, -0.373, -0.635, 0.437, 0.304, 0.245, 0.178, 0.227, 0.259, 0.224, 0.257, 0.282, 0.189],
  "relative_energy_ev": 5.395,
  "multiplicity": 1,
  "largest_force_ev_per_a": 4.365,
  "gap_ev": 5.1,
  "e_tot_ev": -17650.7983
}



No. 7
{
  "formula": "C5H9NS",
  "method": "ωB97M-V/def2-TZVPD",
  "elements": ["C", "C", "C", "N", "C", "S", "C", "H", "H", "H", "H", "H", "H", "H", "H", "H"],
  "xyz": [[-1.306, -1.311, -1.414], [-0.141, -1.448, -1.127], [1.193, -1.411, -0.641], [1.144, -0.224, 0.607], [0.265, -0.590, 1.714], [1.493, 1.323, 0.076], [0.074, 2.053, -0.973], [-2.389, -1.294, -1.484], [1.819, -0.915, -1.395], [1.462, -2.322, -0.186], [0.460, -1.612, 2.055], [0.399, 0.042, 2.483], [-0.755, -0.533, 1.593], [-0.799, 1.541, -0.700], [0.258, 1.893, -2.085], [0.111, 3.108, -0.613]],
  "atomic_forces_ev_per_a": [[-0.20, -0.41, 0.42], [-2.02, 0.15, -0.54], [-0.50, 4.20, 1.89], [0.51, -2.48, -2.50], [1.45, -1.79, -1.96], [-0.81, -0.06, -0.18], [2.46, 0.17, -0.37], [0.83, 0.05, -0.25], [0.40, -0.69, 0.52], [0.91, -0.94, 0.33], [0.35, 0.09, -0.16], [1.18, 2.29, 2.85], [-2.66, 0.05, -1.29], [-1.39, -0.41, 0.47], [-0.12, 0.49, 1.53], [-0.39, -0.71, -0.76]],
  "nbo_charge": [-0.253, -0.023, -0.300, -0.602, -0.410, 0.388, -0.758, 0.245, 0.246, 0.227, 0.192, 0.207, 0.178, 0.219, 0.217, 0.225],
  "relative_energy_ev": 3.999,
  "multiplicity": 1,
  "largest_force_ev_per_a": 4.629,
  "gap_ev": 9.4,
  "smiles": "C#CCN(C)SC",
  "e_tot_ev": -17652.1950
}



No. 8
{
  "formula": "C5H9NS",
  "method": "ωB97M-V/def2-TZVPD",
  "elements": ["C", "C", "C", "C", "S", "C", "N", "H", "H", "H", "H", "H", "H", "H", "H", "H"],
  "xyz": [[1.680, 0.743, 0.145], [0.171, 0.578, -0.244], [-0.843, 0.967, 0.871], [-0.053, -0.728, -0.927], [-1.781, -0.944, -1.622], [0.160, -1.860, 0.217], [0.126, -2.677, 1.009], [1.817, 0.022, 0.865], [1.667, 1.728, 0.471], [2.122, 0.595, -0.767], [-0.036, 1.532, -0.866], [-0.869, 0.174, 1.558], [-1.919, 1.143, 0.545], [-0.608, 1.752, 1.496], [0.442, -0.920, -1.818], [-2.079, -2.105, -0.934]],
  "atomic_forces_ev_per_a": [[-4.28, -0.11, -0.46], [-0.68, 4.30, -0.27], [-1.46, -2.12, -1.49], [-2.25, -1.95, 3.19], [-0.20, -0.87, 0.97], [-0.56, 2.72, -3.69], [0.19, -0.91, 1.05], [1.28, -1.42, 1.75], [1.01, 1.70, 0.87], [2.05, -0.30, -1.78], [0.49, -2.00, -0.45], [-0.41, -1.48, 1.10], [1.49, -0.37, -0.06], [1.16, 2.22, 0.72], [2.01, -0.32, -0.90], [0.16, 0.92, -0.55]],
  "nbo_charge": [-0.589, -0.231, -0.621, -0.348, -0.045, 0.261, -0.333, 0.209, 0.215, 0.205, 0.218, 0.206, 0.225, 0.217, 0.249, 0.160],
  "relative_energy_ev": 1.881,
  "multiplicity": 1,
  "largest_force_ev_per_a": 4.617,
  "gap_ev": 10.4,
  "smiles": "CC(C)[C@H](S)C#N",
  "e_tot_ev": -17654.3122
}



No. 9
{
  "formula": "C5H9NS",
  "method": "ωB97M-V/def2-TZVPD",
  "elements": ["C", "C", "C", "C", "C", "N", "S", "H", "H", "H", "H", "H", "H", "H", "H", "H"],
  "xyz": [[-1.823, 0.644, 0.465], [-1.064, 0.968, -0.805], [-0.066, -1.324, 0.323], [0.935, -0.590, 1.115], [-1.110, -0.357, -0.210], [2.645, 0.045, -0.814], [1.883, 0.683, 0.581], [-1.297, 0.967, 1.328], [-2.934, 0.657, 0.523], [-1.734, 0.995, -1.681], [-0.319, 1.736, -0.767], [0.335, -1.687, -0.655], [-0.339, -2.192, 1.104], [0.593, -0.329, 2.056], [2.542, 0.714, -1.571], [2.554, -0.919, -1.012]],
  "atomic_forces_ev_per_a": [[-2.24, 1.12, 0.67], [-1.64, -0.11, -1.14], [-0.26, -2.06, -0.88], [0.37, 0.94, -1.28], [1.43, -2.36, 0.80], [0.31, 2.17, 0.36], [0.89, -0.42, -0.28], [-0.04, 0.59, 1.03], [0.89, 0.12, -0.08], [0.51, 0.35, 0.23], [0.72, -0.09, -0.01], [0.21, -0.60, 1.16], [-0.31, 1.69, -2.42], [-0.46, 0.28, 2.15], [-0.06, -0.80, -0.09], [-0.33, -0.82, -0.22]],
  "nbo_charge": [-0.481, -0.488, -0.512, -0.464, 0.111, -1.014, 0.556, 0.204, 0.219, 0.225, 0.222, 0.215, 0.238, 0.194, 0.384, 0.390],
  "relative_energy_ev": 5.541,
  "multiplicity": 1,
  "largest_force_ev_per_a": 2.967,
  "gap_ev": [7.3, 8.0],
  "e_tot_ev": -17650.6530
}



No. 10
{
  "formula": "C5H9NS",
  "method": "ωB97M-V/def2-TZVPD",
  "elements": ["C", "C", "C", "C", "C", "H", "H", "H", "H", "H", "H", "H", "H", "H", "N", "S"],
  "xyz": [[-0.144, -1.066, 0.040], [0.677, -0.269, 1.056], [0.285, 1.190, 0.750], [0.233, 1.167, -0.790], [0.629, -0.329, -1.042], [-1.998, -1.184, -0.837], [-2.039, -1.256, 0.786], [0.124, -2.063, 0.077], [0.701, -0.586, 2.116], [0.989, 1.933, 1.139], [-0.709, 1.372, 1.176], [0.885, 1.922, -1.240], [-0.769, 1.331, -1.153], [0.600, -0.691, -2.067], [-1.555, -0.811, 0.014], [2.089, -0.661, -0.026]],
  "atomic_forces_ev_per_a": [[-1.33, 1.97, -0.16], [-0.17, -0.02, 1.05], [-0.11, -0.03, 0.28], [0.54, -0.55, 0.06], [-0.20, 0.59, -0.75], [0.40, 0.23, 0.44], [0.08, 0.02, 0.06], [0.50, -2.19, 0.01], [0.11, 0.20, -0.61], [-0.08, -0.29, 0.01], [0.21, 0.09, -0.07], [0.10, -0.45, -0.04], [-0.36, 0.06, -0.11], [0.12, 0.01, 0.00], [-1.34, -0.25, -0.27], [1.51, 0.63, 0.08]],
  "nbo_charge": [-0.091, -0.305, -0.426, -0.420, -0.311, 0.363, 0.363, 0.190, 0.226, 0.216, 0.222, 0.216, 0.220, 0.223, -0.856, 0.169],
  "relative_energy_ev": 0.772,
  "multiplicity": 1,
  "largest_force_ev_per_a": 2.378,
  "gap_ev": 9.4,
  "e_tot_ev": -17655.4218
}



No. 11
{
  "formula": "C5H9NS",
  "method": "ωB97M-V/def2-TZVPD",
  "elements": ["C", "C", "S", "C", "C", "C", "N", "H", "H", "H", "H", "H", "H", "H", "H", "H"],
  "xyz": [[-0.645, -0.470, 1.997], [-0.280, 0.495, 0.944], [-0.290, 2.118, 1.298], [0.085, -0.073, -0.321], [0.036, -1.553, -0.506], [0.479, 0.684, -1.462], [0.621, 1.969, -1.548], [-1.521, -1.076, 1.692], [0.196, -1.175, 2.151], [-0.838, 0.106, 2.909], [-0.958, -1.932, -0.291], [0.247, -1.924, -1.530], [0.710, -2.131, 0.160], [0.683, 0.110, -2.349], [0.477, 2.529, -0.706], [0.999, 2.324, -2.439]],
  "atomic_forces_ev_per_a": [[-0.11, -0.51, 0.79], [0.58, 0.06, -1.57], [0.00, 0.28, 0.07], [0.49, 1.35, -1.22], [0.11, -1.34, -0.12], [-0.81, -2.53, 2.21], [0.71, 1.54, -1.43], [0.33, 0.31, 0.27], [-0.43, 0.28, 0.08], [-0.10, -0.53, -0.10], [-0.29, -0.15, 0.10], [0.06, 0.60, 0.40], [-0.18, 0.45, -0.25], [0.12, -0.07, -0.29], [-0.03, 0.19, -0.04], [-0.46, 0.08, 1.10]],
  "nbo_charge": [-0.677, -0.039, -0.174, -0.252, -0.619, 0.164, -0.744, 0.228, 0.227, 0.239, 0.206, 0.214, 0.207, 0.190, 0.431, 0.399],
  "relative_energy_ev": 0.406,
  "multiplicity": 1,
  "largest_force_ev_per_a": 3.456,
  "gap_ev": 8.1,
  "smiles": "CC(=S)/C(C)=C\\N",
  "e_tot_ev": -17655.7875
}



No. 12
{
  "formula": "C5H9NS",
  "method": "ωB97M-V/def2-TZVPD",
  "elements": ["C", "C", "C", "C", "C", "H", "H", "H", "H", "H", "H", "H", "H", "H", "N", "S"],
  "xyz": [[-0.775, 0.058, -0.020], [0.013, 1.375, -0.105], [1.127, -0.616, 0.092], [0.048, -0.889, -0.956], [0.035, -0.563, 1.150], [-2.864, -0.309, -1.148], [-0.280, 1.969, -0.984], [-0.173, 1.975, 0.735], [1.995, 1.195, 0.517], [2.048, -1.222, 0.223], [-0.279, -1.913, -0.898], [0.303, -0.616, -1.988], [-0.317, -1.543, 1.473], [0.309, 0.108, 2.034], [1.409, 0.842, -0.214], [-2.600, 0.150, 0.089]],
  "atomic_forces_ev_per_a": [[0.10, 0.08, 0.41], [-0.04, -0.49, -2.23], [1.08, 0.56, -0.40], [0.12, -0.01, -0.05], [0.39, 0.33, 1.38], [0.09, 0.10, 0.12], [0.27, -0.23, 0.07], [-0.12, 0.81, 1.39], [0.20, 0.41, 0.40], [-0.63, 0.40, -0.27], [-0.37, -0.34, 0.00], [-0.33, 0.17, 0.31], [-0.05, 0.09, -0.03], [-0.71, -0.90, -0.99], [-0.61, -0.87, 0.14], [0.62, -0.11, -0.26]],
  "nbo_charge": [-0.146, -0.249, -0.059, -0.409, -0.423, 0.133, 0.195, 0.189, 0.352, 0.209, 0.211, 0.220, 0.220, 0.198, -0.615, -0.025],
  "relative_energy_ev": 1.391,
  "multiplicity": 1,
  "largest_force_ev_per_a": 2.289,
  "gap_ev": 9.7,
  "e_tot_ev": -17654.8026
}